No. 1
This record from the OMol25 dataset describes a single C24H27NO6 molecule. The level of theory is ωB97M-V/def2-TZVPD.

Geometry as XYZ:
```
58
Properties=species:S:1:pos:R:3:forces:R:3:lowdin_charge:R:1
O 2.5531 1.6864 -2.3289 -0.056 0.177 -0.088 0.067
C 2.4126 0.6210 -1.7587 0.099 -0.100 0.038 -0.441
N 3.2219 0.1806 -0.7716 0.139 -0.324 0.160 0.091
C 4.2089 1.0211 -0.1318 0.035 0.154 -0.107 -0.118
C 3.7338 1.4383 1.2376 0.095 -0.051 0.027 -0.214
C 4.4119 1.0587 2.3870 -0.001 0.036 -0.141 -0.047
C 3.9354 1.4247 3.6351 -0.023 0.006 0.149 -0.087
C 2.7706 2.1641 3.7443 0.036 -0.016 0.125 -0.103
C 2.0840 2.5411 2.6013 -0.054 0.031 -0.064 -0.085
C 2.5640 2.1813 1.3554 0.013 0.015 0.017 -0.041
C 1.2919 -0.3140 -2.0726 -0.510 0.017 -0.366 -0.164
C 0.3550 -0.0039 -2.9676 0.266 -0.189 0.115 0.033
C -0.8280 -0.8724 -3.2516 -0.016 -0.233 0.194 -0.232
C -2.1305 -0.2267 -2.8195 0.021 0.238 -0.079 -0.188
C -2.1611 0.8520 -1.9521 0.028 -0.069 -0.178 -0.031
C -3.3578 1.4304 -1.5352 -0.418 0.002 -0.016 0.023
C -4.5199 0.8862 -2.0206 0.162 -0.444 -0.335 -0.204
C -4.4992 -0.1977 -2.8986 0.090 0.414 0.362 -0.193
C -3.3231 -0.7671 -3.3134 -0.300 0.111 0.058 0.055
O -5.7852 -0.5375 -3.2330 0.439 -0.196 -0.147 0.034
C -6.6157 0.3646 -2.5343 -1.267 0.019 -0.039 -0.163
O -5.8198 1.2528 -1.7813 0.397 0.203 0.177 0.033
C -0.6344 -2.2447 -2.5811 0.231 0.238 0.267 -0.042
C 0.0208 -2.0840 -1.2085 -0.428 -0.904 0.031 -0.349
O -0.8658 -1.3793 -0.3865 0.111 -0.069 -0.295 -0.057
C -0.3374 -0.7920 0.7908 0.137 -0.051 0.286 -0.176
C 0.2626 -1.7888 1.7840 -0.057 0.181 -0.181 -0.161
C 0.9402 -1.0920 2.9644 -0.428 -0.018 0.022 -0.173
C -0.0475 -0.3980 3.9055 0.596 0.209 -0.132 -0.280
O -1.0066 -1.2746 4.4427 -0.319 -0.408 0.179 -0.062
O 1.2792 -1.4624 -1.3077 0.256 0.406 -0.130 -0.007
H 2.9851 -0.6955 -0.3306 -0.071 0.071 -0.057 0.141
H 5.1602 0.4851 -0.0648 -0.057 0.120 -0.013 0.123
H 4.3311 1.8956 -0.7781 0.092 -0.145 0.087 0.130
H 5.3210 0.4798 2.3061 0.093 -0.068 -0.024 0.109
H 4.4746 1.1294 4.5231 0.038 -0.025 0.079 0.102
H 2.3991 2.4491 4.7172 -0.032 0.023 0.092 0.102
H 1.1756 3.1190 2.6823 -0.089 0.068 0.004 0.106
H 2.0374 2.4808 0.4607 -0.082 0.039 -0.121 0.118
H 0.4499 0.9286 -3.5004 0.124 0.157 0.042 0.136
H -0.8875 -1.0313 -4.3355 0.026 0.018 0.086 0.152
H -1.2338 1.2589 -1.5822 0.110 0.022 0.063 0.113
H -3.3744 2.2688 -0.8595 0.001 0.129 0.098 0.118
H -3.3243 -1.6006 -3.9970 0.010 -0.147 -0.123 0.131
H -7.2261 0.9352 -3.2532 0.215 -0.107 0.136 0.139
H -7.2829 -0.1961 -1.8594 0.226 0.100 -0.119 0.139
H 0.0234 -2.8682 -3.1892 -0.022 -0.049 0.029 0.132
H -1.5909 -2.7470 -2.4509 0.008 -0.087 -0.031 0.127
H 0.2482 -3.0768 -0.7796 -0.029 0.328 -0.069 0.163
H -1.2004 -0.2874 1.2272 0.107 0.068 0.031 0.133
H 0.4169 -0.0343 0.5326 -0.096 -0.022 0.020 0.120
H 1.0087 -2.3982 1.2696 -0.013 -0.058 -0.012 0.108
H -0.5277 -2.4479 2.1475 0.033 -0.082 -0.040 0.119
H 1.6516 -0.3476 2.6027 0.141 0.036 0.012 0.090
H 1.4996 -1.8384 3.5367 0.084 0.057 0.037 0.116
H 0.5167 0.0961 4.7107 -0.091 0.042 -0.143 0.112
H -0.6150 0.3649 3.3706 0.050 0.058 0.041 0.114
H -0.5499 -1.9902 4.8996 -0.047 0.069 -0.016 0.091
```
Forces are in eV/Å.

Computed properties:
Energy above the lowest of the compared OMol25 structures with the same formula, charge and spin in eV: 1.376
E_LUMO in eV: 0.67
Total charge: 0
Multiplicity: 1
HOMO-LUMO gap in Eh: 0.3141
E_HOMO in eV: -7.88

No. 2
This record from the OMol25 dataset describes C24H28BCrF2N4O2 as an isolated structure. The level of theory is ωB97M-V/def2-TZVPD.

Geometry as XYZ:
```
62
Properties=species:S:1:pos:R:3:forces:R:3:lowdin_charge:R:1
Cr -0.7370 0.0514 -1.6504 1.070 -0.108 1.331 0.797
C 4.6541 3.7757 0.6037 0.103 0.223 -0.058 -0.034
C 3.7186 2.8282 -0.0726 -0.156 -0.170 -0.085 -0.251
C 4.1740 1.5702 -0.4840 -0.142 0.128 -0.162 0.035
C 3.3358 0.6707 -1.1136 -0.603 0.371 0.277 -0.134
C 3.8072 -0.6282 -1.5947 -0.253 -1.028 0.675 0.103
N 3.8372 -1.6950 -0.8484 0.167 1.243 -1.325 0.132
C 3.3219 -1.7543 0.4982 -0.585 -0.105 0.933 -0.126
C 1.8382 -2.1515 0.4559 -0.023 0.224 0.089 -0.127
C 1.2182 -2.3273 1.8390 0.150 -0.593 -0.896 -0.124
N 1.0540 -1.1155 2.6152 -0.888 0.686 0.954 0.106
C -0.1084 -0.6913 3.0732 0.706 -0.260 -0.512 0.061
C -1.3762 -1.0039 2.4918 -0.187 0.026 -0.733 -0.132
C -2.3871 -1.5100 3.3121 -0.390 -0.143 -0.116 0.037
C -3.6306 -1.8749 2.8168 0.477 0.015 0.263 -0.250
C -4.6170 -2.5861 3.6828 -0.235 0.080 0.135 -0.032
C -3.9208 -1.5505 1.4979 0.632 0.295 -0.200 0.058
C -2.9818 -0.9536 0.6470 0.525 -0.442 0.987 -0.097
C -3.4186 -0.4973 -0.6335 -0.008 0.555 -0.991 -0.036
N -2.6887 0.0101 -1.5733 -1.343 -0.548 0.965 -0.091
C -3.3962 0.5552 -2.7184 -0.359 0.224 -0.771 -0.186
C -2.5956 1.6830 -3.3794 -0.019 0.065 0.277 -0.146
C -1.9430 2.5929 -2.3342 -0.753 0.446 -0.320 -0.171
N -0.7442 1.9680 -1.8067 0.536 0.672 0.040 -0.058
C 0.2086 2.7283 -1.3613 -0.340 -0.253 -0.159 -0.009
C 1.5094 2.2877 -0.9642 0.712 -0.632 -0.099 -0.098
C 2.4112 3.1798 -0.3628 0.126 -0.271 -0.083 0.043
C 1.9558 0.9724 -1.3009 0.295 0.708 0.410 -0.272
O 1.1640 0.0566 -1.7374 0.429 -0.522 -0.422 -0.150
C -1.6398 -0.7292 1.1011 -1.019 -0.369 0.806 -0.271
O -0.7462 -0.2000 0.3656 0.857 -0.017 -1.655 -0.080
H 5.4836 3.2477 1.0669 0.041 0.006 0.071 0.084
H 4.1366 4.3537 1.3651 0.042 0.063 0.062 0.089
H 5.0720 4.4729 -0.1232 0.047 0.074 0.043 0.098
H 5.2129 1.3124 -0.3361 0.157 -0.014 0.090 0.137
H 4.1008 -0.7192 -2.6330 0.199 -0.298 -0.085 0.172
H 4.1376 -2.5770 -1.2511 0.081 0.065 -0.190 0.189
H 3.4432 -0.7704 0.9561 0.097 -0.126 -0.065 0.131
H 3.8990 -2.4922 1.0605 0.083 0.105 -0.100 0.145
H 1.7342 -3.1037 -0.0667 -0.021 -0.033 -0.021 0.139
H 1.2734 -1.4022 -0.0992 0.112 -0.142 0.029 0.082
H 1.8416 -3.0065 2.4308 -0.145 0.067 0.099 0.146
H 0.2318 -2.7805 1.7183 0.125 0.072 0.091 0.143
H 1.8910 -0.7562 3.0603 -0.175 0.003 0.155 0.171
H -0.1008 -0.0710 3.9641 0.286 0.062 0.041 0.164
H -2.1581 -1.7070 4.3488 -0.022 -0.013 0.200 0.134
H -4.1200 -3.0735 4.5182 -0.040 -0.058 0.015 0.086
H -5.1562 -3.3372 3.1092 -0.048 -0.051 0.062 0.091
H -5.3440 -1.8840 4.0917 -0.091 -0.038 0.027 0.096
H -4.9122 -1.7556 1.1214 -0.151 -0.004 -0.111 0.137
H -4.5000 -0.5389 -0.7799 0.053 0.067 -0.112 0.150
H -4.3726 0.9469 -2.4069 0.139 -0.130 -0.010 0.135
H -3.5652 -0.2444 -3.4492 -0.040 0.101 0.081 0.140
H -3.2802 2.2727 -3.9897 0.069 -0.047 -0.056 0.131
H -1.8194 1.2798 -4.0368 -0.068 0.056 -0.037 0.115
H -2.6577 2.7581 -1.5161 0.156 0.043 -0.050 0.143
H -1.6998 3.5668 -2.7734 -0.016 -0.147 0.085 0.135
H 0.0458 3.8052 -1.3230 -0.128 0.006 -0.010 0.155
H 2.0724 4.1760 -0.1178 -0.072 0.144 0.050 0.136
F -0.6888 -2.1463 -1.8633 0.118 -0.196 0.547 0.118
B -0.7634 -1.3890 -3.0148 -0.267 -0.329 0.225 -0.548
F -0.7150 -2.0967 -4.0985 0.001 0.189 -0.681 0.255
```
Forces are in eV/Å.

Computed properties:
E_LUMO (alpha / beta) in eV: -6.42 / -6.42
Total charge: +2
Multiplicity: 2
HOMO-LUMO gap (alpha / beta) in Eh: 0.2476 / 0.2344
E_HOMO (alpha / beta) in eV: -13.16 / -12.79

No. 3
This record from the OMol25 dataset describes C24H28ClN4O6Sn as an isolated structure. The level of theory is ωB97M-V/def2-TZVPD.

Geometry as XYZ:
```
64
Properties=species:S:1:pos:R:3:forces:R:3:lowdin_charge:R:1
Sn -1.2207 0.6445 -0.9834 -0.052 0.340 -0.143 1.600
C 0.9078 -6.0568 -2.9785 0.010 0.006 0.007 -0.014
C 0.7648 -4.5701 -2.8878 0.011 0.065 -0.009 -0.221
C 1.6916 -3.7021 -3.3216 -0.010 -0.001 -0.009 0.046
C 1.5196 -2.2568 -3.1879 0.070 -0.221 0.015 -0.086
C 2.6009 -1.5187 -3.4339 0.126 -0.016 -0.072 0.046
N 2.8418 -0.1033 -3.3037 -0.009 0.072 0.001 0.181
C 2.9140 0.6532 -2.2787 -0.233 0.104 -0.119 -0.120
C 3.5995 1.9645 -2.0549 0.116 -0.049 -0.034 -0.204
C 3.2202 1.1022 3.9823 0.025 -0.012 -0.084 0.223
N 2.2787 0.2383 4.0183 0.053 -0.006 0.116 0.105
C 1.0800 0.2894 3.2550 -0.118 0.057 -0.169 0.016
C 0.3060 1.3784 3.1392 -0.029 -0.045 -0.027 -0.080
C 0.4238 2.6032 3.9064 0.000 0.001 -0.008 0.035
C -0.4594 3.6083 3.7654 -0.005 0.026 -0.020 -0.216
C -0.4143 4.8682 4.5695 -0.004 0.005 0.001 -0.012
C -1.5722 3.4262 2.8484 0.030 0.024 0.113 0.103
C -1.7447 2.3444 2.0527 0.026 -0.072 -0.004 -0.099
C -2.9998 2.1701 1.3050 0.032 0.090 0.050 -0.060
N -3.1016 1.4422 0.2746 -0.115 -0.187 0.011 -0.107
C -4.4224 1.1205 -0.2648 0.025 -0.033 0.066 -0.183
C -4.6577 -0.3819 -0.0756 0.075 0.003 -0.078 -0.151
C -4.0574 -1.2762 -1.1514 0.025 0.093 0.071 -0.177
N -2.5711 -1.2734 -1.2931 -0.009 -0.289 0.006 -0.068
C -2.0854 -2.3835 -1.7089 0.001 0.133 0.038 -0.071
C -0.7341 -2.7007 -2.1807 -0.012 -0.007 -0.036 -0.095
C -0.4478 -4.0244 -2.3077 0.020 0.062 0.006 0.096
C 0.1908 -1.7216 -2.7770 -0.269 0.011 -0.043 -0.311
O -0.1299 -0.5695 -3.0426 0.125 -0.092 0.281 -0.032
C -0.7640 1.2698 2.0949 -0.053 -0.021 0.118 -0.256
O -0.7824 0.2955 1.3289 0.135 0.045 -0.228 -0.077
H 1.8372 -6.3372 -3.4679 0.000 0.000 0.001 0.094
H 0.0789 -6.4868 -3.5436 -0.002 0.001 -0.002 0.104
H 0.8923 -6.5064 -1.9840 -0.007 -0.002 0.000 0.103
H 2.6170 -4.0613 -3.7556 0.007 0.001 0.007 0.140
H 3.4960 -1.9954 -3.8171 -0.005 -0.013 0.005 0.154
H 3.2429 0.2962 -4.1574 0.001 -0.016 -0.022 0.208
H 3.6595 -0.2478 -0.3245 0.028 0.015 -0.022 0.138
H 1.2907 2.2891 -1.5037 0.046 0.144 0.197 0.031
H 3.0541 2.8248 -2.4668 -0.008 -0.013 -0.018 0.148
H 4.5949 1.9354 -2.5175 -0.005 0.043 0.015 0.160
H 3.1373 1.9539 3.3181 -0.051 0.015 -0.012 0.135
H 4.0995 0.9482 4.5972 0.005 -0.013 -0.007 0.144
H 2.4226 -0.6048 4.5742 -0.034 0.029 0.064 0.198
H 0.8483 -0.6350 2.7445 0.028 0.022 -0.050 0.154
H 1.1951 2.6894 4.6618 0.015 -0.012 -0.013 0.127
H 0.4874 4.9295 5.1739 -0.003 -0.004 0.004 0.093
H -1.2784 4.9229 5.2354 -0.001 0.006 -0.005 0.109
H -0.4560 5.7420 3.9171 0.015 -0.002 -0.001 0.105
H -2.3280 4.2066 2.8391 -0.012 -0.014 0.001 0.152
H -3.8788 2.6654 1.7261 -0.012 0.001 -0.031 0.157
H -4.4477 1.3872 -1.3246 -0.009 0.001 -0.007 0.130
H -5.1927 1.7021 0.2452 -0.006 -0.005 0.002 0.130
H -5.7329 -0.5660 -0.0965 -0.004 0.009 -0.025 0.134
H -4.3137 -0.6821 0.9169 -0.009 0.004 -0.002 0.126
H -4.4533 -0.9767 -2.1250 -0.002 0.020 0.005 0.139
H -4.3817 -2.3035 -0.9745 -0.004 -0.001 -0.017 0.127
H -2.7643 -3.2384 -1.7548 0.011 -0.013 -0.034 0.143
H -1.1930 -4.7433 -1.9790 -0.003 -0.004 -0.007 0.146
O 1.0916 1.6654 -0.7910 -0.080 -0.246 -0.277 -0.410
Cl 2.5313 0.4298 -0.4056 -0.050 -0.217 0.204 0.946
O 3.6434 1.9136 -0.6716 0.008 -0.016 -0.035 -0.224
O 2.4111 0.7428 1.0210 0.145 -0.023 0.180 -0.406
O 1.6152 -0.7396 -0.6184 0.011 0.218 0.083 -0.449
```
Forces are in eV/Å.

Computed properties:
Energy above the lowest of the compared OMol25 structures with the same formula, charge and spin in eV: 5.281
E_LUMO in eV: -9.95
Total charge: +3
Multiplicity: 1
HOMO-LUMO gap in Eh: 0.2397
E_HOMO in eV: -16.48

No. 4
This record from the OMol25 dataset describes C24H28F6N6O5PdS3Sb as an isolated structure. The level of theory is ωB97M-V/def2-TZVPD.

Geometry as XYZ:
```
74
Properties=species:S:1:pos:R:3:forces:R:3:lowdin_charge:R:1
Pd -0.3467 -0.9512 -0.7661 -2.001 0.871 -2.539 1.017
N 0.1055 -1.1278 2.4678 3.677 1.645 -0.157 0.270
C 1.2869 -0.4978 2.7215 -5.398 -1.261 3.346 -0.124
C 2.1321 -1.1135 3.8057 0.645 -0.300 -0.310 -0.114
C 1.4547 -1.0966 5.1863 -0.200 0.335 -0.012 -0.141
C 1.3625 0.2957 5.8162 0.008 -0.474 0.142 -0.134
N 0.5869 1.2477 5.0308 0.378 0.168 -0.263 0.085
C -0.7201 1.1922 4.8042 -0.596 0.333 -0.186 -0.438
N -1.4872 0.2918 5.4028 0.170 -0.115 0.058 0.250
N -1.2750 2.0497 3.9431 0.147 -0.206 0.122 0.228
C 2.4394 -0.5486 1.1797 2.788 -0.685 -6.460 -0.481
O 3.4587 -0.0643 1.5164 -0.932 0.162 1.661 0.254
O 1.8102 -1.0219 0.2761 0.569 0.435 2.772 0.153
H -0.5504 -0.7193 1.8103 -0.508 0.126 -0.134 0.095
H 0.0941 -2.1383 2.5299 -0.586 -0.511 0.078 0.117
H 1.2014 0.5856 2.7068 0.291 0.005 -0.873 0.147
H 3.0938 -0.6052 3.8569 0.001 -0.035 -0.086 0.132
H 2.3239 -2.1576 3.5512 0.115 -0.060 -0.055 0.154
H 2.0528 -1.7088 5.8615 0.011 -0.083 -0.079 0.140
H 0.4733 -1.5618 5.1043 -0.028 -0.104 0.080 0.108
H 2.3642 0.7140 5.9119 -0.090 0.055 0.110 0.144
H 0.9407 0.2151 6.8225 0.107 0.088 -0.017 0.139
H 1.1031 1.9876 4.5789 -0.137 0.111 0.161 0.166
H -1.1141 -0.3333 6.0959 -0.051 -0.002 0.064 0.127
H -2.4782 0.2519 5.2312 -0.053 -0.010 -0.002 0.149
H -0.7309 2.7406 3.4556 -0.012 0.058 -0.057 0.097
H -2.2656 2.0415 3.7713 -0.080 0.043 -0.046 0.138
F -2.2939 -1.6951 0.4506 0.591 -1.243 0.052 -0.464
Sb -2.0780 -3.7411 0.6267 0.838 2.088 -0.309 1.542
F -3.9231 -3.6824 0.9992 0.735 -0.564 -0.020 -0.329
F -1.7312 -3.2438 2.4712 0.215 -0.222 -0.523 -0.385
F -1.3321 -5.4324 0.9533 -0.637 0.474 -0.039 -0.324
F -0.1726 -3.0905 0.2500 -1.344 -1.048 0.734 -0.435
F -2.4164 -4.0980 -1.1980 0.152 0.087 1.032 -0.321
O -0.4802 1.0376 -0.0298 0.933 -1.482 1.061 -0.283
C -0.5454 1.7570 -1.1908 -0.144 -0.176 -0.962 -0.674
C -1.1605 3.1167 -0.9737 0.067 -0.008 0.321 -0.457
C -1.7237 3.9669 -1.8986 0.175 -0.347 0.298 -0.083
C -2.2315 5.1317 -1.3100 -0.066 0.221 0.530 -0.125
C -2.0315 5.1613 0.0475 0.168 -0.066 -0.149 -0.354
S -1.2117 3.7695 0.6223 -0.215 0.233 -0.361 1.061
C 0.8298 2.2175 -1.6366 -0.782 0.045 -0.738 -0.338
C 1.9327 2.2775 -0.8142 1.325 0.229 0.029 -0.065
C 3.0615 2.7859 -1.4554 -0.446 -0.396 1.059 -0.083
C 2.7967 3.1769 -2.7512 -0.739 0.072 -0.583 -0.287
S 1.1864 2.9199 -3.1963 0.238 -0.006 0.016 1.172
C -1.3451 0.9526 -2.1971 -0.628 0.311 -0.590 -0.477
C -1.1694 0.6675 -3.5338 -0.183 0.477 0.826 -0.142
C -2.2271 -0.0928 -4.0592 -0.518 -0.162 0.160 -0.151
C -3.2115 -0.3535 -3.1404 0.193 0.281 -0.244 -0.362
S -2.8944 0.3332 -1.6219 0.762 0.238 -0.522 1.108
H -1.7855 3.7292 -2.9452 -0.073 -0.062 -0.209 0.127
H -2.7512 5.9051 -1.8486 -0.022 0.119 -0.043 0.122
H -2.3188 5.9268 0.7425 -0.118 0.178 0.069 0.075
H 1.9195 1.9170 0.1959 -0.072 -0.020 0.169 0.105
H 4.0315 2.8567 -1.0004 0.222 0.022 0.036 0.128
H 3.4856 3.5873 -3.4609 0.244 0.126 -0.194 0.099
H -0.3241 0.9885 -4.1184 0.134 -0.119 -0.019 0.084
H -2.2518 -0.4465 -5.0740 -0.088 -0.060 -0.192 0.117
H -4.1157 -0.9121 -3.2850 -0.147 -0.154 -0.063 0.083
C -0.5095 -4.0472 -4.4902 -0.335 -0.471 -0.182 0.016
N 0.3785 -2.9561 -4.1490 -0.339 0.118 0.491 -0.037
C 1.5243 -2.7041 -4.8398 0.641 0.386 -0.366 -0.028
C 2.3378 -1.6782 -4.5312 0.134 0.149 0.141 0.038
C 2.0190 -0.7821 -3.4212 -0.589 -1.244 -0.545 -0.501
O 2.6405 0.2219 -3.1412 0.529 0.789 0.444 0.025
N 0.8912 -1.1565 -2.7384 -0.356 0.160 1.046 0.137
C 0.0840 -2.1572 -3.0916 1.078 0.698 -0.432 -0.508
O -0.9762 -2.2942 -2.4270 0.183 -0.066 1.712 -0.061
H -1.0381 -3.8338 -5.4185 -0.044 0.022 0.008 0.105
H -1.2313 -4.1758 -3.6834 0.111 -0.003 -0.125 0.090
H 0.0627 -4.9644 -4.6167 0.011 -0.003 0.042 0.105
H 1.7334 -3.3601 -5.6743 -0.056 -0.082 0.060 0.142
H 3.2468 -1.4725 -5.0692 0.025 -0.106 -0.243 0.117
```
Forces are in eV/Å.

Computed properties:
Energy above the lowest of the compared OMol25 structures with the same formula, charge and spin in eV: 4.113
E_LUMO (alpha / beta) in eV: -9.28 / -9.28
Total charge: +2
Multiplicity: 2
HOMO-LUMO gap (alpha / beta) in Eh: 0.1259 / 0.1252
E_HOMO (alpha / beta) in eV: -12.70 / -12.68

no.,strongest force on any atom (eV/Å)
1,1.3
2,1.9
3,0.4
4,7.1